45
Properties=species:S:1:pos:R:3:forces:R:3 method="wB97M-V/def2-TZVPD" multiplicity=4 s2=3.7548 relative_energy_kj_mol=0.0 lumo_energy_ev="4.16 / 4.15" gap_ha="0.116 / 0.149" total_charge=-2 e_tot_ha=-2895.331023
Ti 0.2375 0.6995 -0.1234 -0.937 2.122 0.327
S 2.0115 -0.8866 -2.3773 -0.823 0.199 -3.473
S 1.2934 1.0949 -3.3193 0.269 0.185 -2.514
F 2.0372 -1.6007 -0.8763 0.065 0.436 0.801
F 1.3468 2.6990 -3.0350 -0.254 0.069 0.472
O -0.7416 2.6837 0.0095 0.707 -2.023 -0.069
O 0.1504 -1.3394 1.2461 -0.671 0.169 -0.348
O 3.3353 -1.2297 -2.8564 0.222 -0.046 0.946
O 2.2402 1.0825 -4.4228 0.017 0.347 -0.001
O 0.8694 -1.6516 -2.9149 0.076 -0.599 1.349
O -1.8540 -0.0471 -1.0497 0.498 0.040 -0.221
O 1.6879 1.5470 1.7263 -0.106 -0.569 -0.233
O -0.1187 0.9137 -3.5945 -0.059 0.293 0.242
O -1.5443 4.4565 2.3321 0.240 -0.366 -0.578
N 1.7658 0.6963 -1.8375 0.101 -1.184 2.597
C -0.7377 -2.2556 0.6144 0.160 -2.031 -0.434
C -1.6992 3.1120 2.2922 -1.030 1.692 1.433
C -1.7133 2.3600 0.9438 0.896 -0.478 -0.142
C -0.4807 -3.6692 1.1693 -0.183 0.563 -0.292
C 2.6151 0.7849 2.4615 0.746 -0.308 0.542
C -3.5846 -1.4451 -1.9494 0.038 -0.567 0.372
C 4.0562 1.1872 2.1726 0.088 -0.563 -0.123
C -2.1665 -0.9112 -2.1484 -0.956 -0.322 -0.618
H 0.5772 -3.9255 1.1154 0.044 0.107 0.201
H 4.3431 2.1830 2.5108 -0.238 0.103 -0.046
H -2.1144 -0.3416 -3.0737 0.356 -0.089 -0.042
H 0.1786 -1.6515 2.1551 0.246 0.611 0.220
H 4.2166 1.0840 1.0984 0.054 0.251 -0.024
H -1.5934 1.2709 1.2725 -0.095 -0.244 0.137
H -1.0490 2.6315 3.0742 0.560 -0.568 -0.534
H -3.6183 -1.9343 -0.9698 -0.288 0.576 0.267
H -1.4786 -1.7489 -2.2202 0.401 0.331 0.138
H -0.5400 -2.3162 -0.4552 0.269 0.590 0.055
H 1.8891 2.4814 1.8503 -0.467 0.131 -0.202
H -1.0064 -4.3998 0.5529 -0.188 -0.016 0.170
H -4.3098 -0.6395 -2.0617 -0.148 -0.080 0.369
H -3.9043 -2.2780 -2.5847 0.419 0.300 -0.603
H 2.4013 0.7925 3.5394 -0.077 0.465 0.001
H -1.8072 -2.0769 0.7529 0.168 0.764 0.140
H 2.5337 -0.2761 2.2137 -0.355 0.148 -0.534
H 4.7338 0.4720 2.6490 -0.016 0.047 0.100
H -2.7395 2.3510 0.5219 -0.002 0.398 -0.070
H -2.1258 0.8428 -1.3223 0.222 0.155 0.292
H -0.8725 -3.6820 2.1907 0.224 -0.427 0.076
H -2.7203 2.8804 2.7274 -0.194 -0.613 -0.146

---

16
Properties=species:S:1:pos:R:3:forces:R:3 method="wB97M-V/def2-TZVPD" relative_energy_kj_mol=501.0 lumo_energy_ev="0.70 / 0.70" gap_ha="0.311 / 0.311" e_tot_ha=-321.899547
N 1.6698 1.2457 1.0799 0.159 -0.037 -0.234
N -0.5736 2.1825 -0.0551 -0.314 0.442 -0.003
N -0.2072 0.9440 -0.3350 -1.594 -2.810 -0.351
C 1.1072 0.5469 0.2100 -0.081 0.076 0.140
C 1.6457 -0.7355 -0.3355 0.147 -0.058 -0.009
C -1.6544 -1.5551 0.0000 0.524 0.382 -0.387
C -1.2979 -0.3452 0.3874 0.335 0.574 1.180
H -1.6873 0.1737 1.2586 -0.043 0.141 -0.056
H 1.3055 -1.5753 0.2682 -0.004 -0.037 -0.023
H 1.3355 -0.8991 -1.3679 -0.042 -0.017 -0.016
H -0.4701 0.4266 -1.2010 1.016 1.406 -0.137
H 2.7337 -0.7035 -0.3066 -0.087 0.028 0.055
H 1.1304 2.0960 1.2678 -0.197 -0.114 -0.078
H -1.2005 -2.0471 -0.8519 0.019 -0.034 -0.120
H -1.4396 2.3788 -0.5584 0.221 -0.104 0.015
H -2.3974 -2.1333 0.5393 -0.058 0.163 0.024

---

65
Properties=species:S:1:pos:R:3:forces:R:3 method="wB97M-V/def2-TZVPD" smiles="C=CC[C@](S)(C#N)[C@@H](O)C#N.COCCOCCOC.COCCOCCOC" lumo_energy_ev=0.44 gap_ha=0.354 e_tot_ha=-1779.691578
S 0.0921 -0.6877 3.6778 -0.010 0.343 -0.051
O -3.4746 -1.7553 -6.0560 0.087 0.134 0.015
O -1.4809 -1.8700 -3.6724 -0.151 0.040 -0.047
O 1.7643 1.6272 -1.7059 0.141 -0.043 0.099
O 2.2894 4.8781 -0.5401 -0.151 -0.004 0.043
O -4.3984 -1.4597 -2.6939 0.058 -0.147 0.019
O 0.7024 -2.8695 7.0441 0.146 0.062 0.007
O 1.4852 2.4801 1.2685 0.026 -0.007 -0.124
N -2.3623 -1.9762 5.8250 -3.908 0.547 0.061
N 1.2202 0.8451 6.7045 0.341 3.490 2.499
C -1.2479 -2.0310 5.9180 4.926 -1.531 -0.602
C 1.0390 -1.2779 5.1730 0.684 1.203 -0.381
C -2.2251 -0.6878 -3.3967 0.222 -0.091 0.204
C 4.4591 -1.7986 6.2190 0.040 0.216 -0.365
C 2.4651 -1.6631 4.6553 1.075 -0.732 -0.639
C -2.1866 -2.8943 -4.3657 0.310 -0.007 -0.054
C 2.2126 0.5139 -2.4506 -0.043 0.163 0.008
C 2.7492 4.5202 0.7543 0.107 -0.076 -0.491
C 1.1529 -0.0824 6.0852 -0.596 -4.731 -2.860
C -5.2200 -1.8616 -1.6191 0.037 0.036 -0.168
C -3.5266 -1.2740 -7.3813 -0.056 -0.030 0.177
C 0.7890 1.2591 -0.7440 0.110 0.362 -0.338
C 2.0444 6.2639 -0.6461 0.016 -0.171 -0.054
C 0.5314 2.4080 0.2126 -0.083 -0.235 0.210
C 3.3472 -2.3520 5.6961 -0.087 -0.211 -0.030
C 2.7580 3.0117 0.9113 -0.044 0.044 0.311
C 0.2259 -2.4547 5.7947 -0.607 1.099 0.575
C -3.1960 -0.8561 -2.2430 -0.349 0.082 -0.340
C -2.3557 -2.6032 -5.8448 -0.505 0.009 0.097
H -1.4803 0.0563 -3.1027 0.018 -0.056 0.020
H 0.3301 -3.3288 5.1267 -0.406 0.470 0.206
H -5.4770 -1.0067 -0.9843 0.010 -0.043 0.099
H 0.7387 0.4944 3.4224 -0.062 -0.697 0.353
H 2.9524 6.8377 -0.4295 -0.047 0.077 0.058
H -4.7224 -2.6337 -1.0220 -0.016 0.057 0.121
H 3.0892 -3.3751 6.0116 -0.867 0.955 0.750
H -1.4480 -2.1279 -6.2353 0.074 -0.081 0.021
H -1.5632 -3.7863 -4.2690 0.048 0.059 -0.008
H 3.4154 2.7660 1.7489 -0.066 0.024 0.033
H 1.2401 6.5650 0.0344 0.068 0.106 0.056
H -0.1387 1.0147 -1.2784 -0.093 -0.138 0.138
H 4.6882 -1.8244 7.2934 0.628 -1.214 -0.677
H 2.9537 -0.7180 4.3434 -0.253 -0.484 0.126
H 2.9273 0.8693 -3.1916 -0.043 0.059 0.036
H -4.4225 -0.6633 -7.4835 0.003 -0.047 0.058
H -3.4442 0.1304 -1.8292 0.134 0.028 0.131
H 1.7310 6.4737 -1.6678 0.036 -0.066 0.012
H -3.5803 -2.1036 -8.0953 0.068 0.041 -0.073
H 2.7162 -0.2078 -1.7979 -0.068 -0.108 -0.035
H -3.1424 -3.1110 -3.8853 -0.105 0.118 -0.150
H 2.1027 4.9687 1.5178 0.056 -0.036 0.094
H -6.1365 -2.2799 -2.0328 0.043 0.042 -0.049
H 1.1309 0.3798 -0.1838 -0.108 -0.019 0.057
H 3.1594 2.5152 0.0261 -0.070 0.167 -0.127
H 0.7186 -2.1290 7.6707 -0.059 -0.086 -0.212
H 3.7719 4.9032 0.8698 0.003 0.022 0.189
H 1.3778 0.0291 -2.9687 0.025 -0.117 0.023
H -2.5362 -3.5441 -6.3818 0.178 -0.049 -0.036
H 0.4503 3.3612 -0.3126 0.129 -0.073 -0.152
H -0.4268 2.2246 0.7057 0.046 -0.030 0.033
H -2.6523 -0.6498 -7.5980 0.033 -0.062 -0.119
H -2.7210 -0.3143 -4.2945 -0.195 -0.080 0.072
H 5.1771 -1.3112 5.5401 -0.869 1.174 0.658
H -2.7372 -1.4750 -1.4621 0.085 0.072 0.019
H 2.3236 -2.2688 3.7368 -0.091 0.204 0.497

---

27
Properties=species:S:1:pos:R:3:forces:R:3 method="wB97M-V/def2-TZVPD" smiles="CC(C)([C@@H]1C(=[N+]([O-])[O-])C=Nc2no[n+]([O-])c21)[N+](=O)[O-]" relative_energy_kj_mol=0.0 lumo_energy_ev=2.78 gap_ha=0.274 total_charge=-1 e_tot_ha=-1034.557524
O 2.4999 -0.4722 5.4936 -0.284 -0.529 -0.425
O 1.4192 -0.9831 1.3856 -0.130 1.891 0.922
O -3.4816 0.7605 3.6259 1.287 0.958 1.422
O 1.4277 -1.9395 4.0782 0.168 -0.199 -0.019
O 1.4781 1.1959 1.5862 -0.395 -1.956 0.866
O -3.5282 2.3606 5.1553 0.849 -1.778 -1.151
N 2.2558 0.7599 6.0966 -2.838 -0.225 -0.858
N 0.2986 2.1230 6.1302 -1.947 1.804 0.562
N 0.9451 0.0827 1.7886 1.746 1.255 -1.803
N -2.8848 1.4986 4.4727 -0.629 0.688 -0.487
N 1.4148 -0.8559 4.6304 -0.882 3.331 1.078
C -1.1650 1.2378 1.5126 -0.794 0.298 -0.062
C -1.4563 1.4194 4.6306 -1.582 -0.031 -2.215
C 0.5394 0.2004 4.6748 1.592 -2.340 -0.861
C 0.9875 1.0959 5.6776 3.281 -1.427 -0.345
C -0.9770 -1.2972 1.7119 -1.200 -0.187 0.554
C -0.9556 2.2010 5.6492 1.624 0.849 0.472
C -0.5031 0.1128 2.3133 0.247 0.133 -4.652
C -0.6184 0.4265 3.7535 -2.332 -3.490 4.199
H -1.0184 1.1115 0.4281 0.112 0.149 0.421
H -0.7386 2.1772 1.8866 -0.209 -0.117 -0.471
H -1.6342 2.9896 6.0439 0.692 -0.862 -0.087
H -2.0887 -1.4167 1.8364 0.929 0.381 0.087
H -2.2633 1.2449 1.7092 0.872 -0.140 0.019
H -0.4877 -2.1274 2.2644 -0.272 0.556 -0.437
H -0.7658 -1.4115 0.5938 -0.145 0.471 1.722
H -1.2746 -0.5044 3.7929 0.239 0.518 1.548